This record from the Open Molecules 2025 dataset describes a 3-piece molecular cluster, C8H15F6O5PSi overall. The level of theory is ωB97M-V/def2-TZVPD.

Properties
total charge	0
electronic energy	-52246.7992	eV
gap between HOMO and LUMO	0.3553	Ha
HOMO level	-9.5	eV

Last column: Mulliken charge in e.
Atoms and positions in Å:
O -0.9710 -2.1938 4.2127  -0.69
P -1.6786 -1.9586 2.8119  0.52
Si -3.8924 -1.9017 2.9574  0.36
H -1.2020 -0.6751 2.3202  0.03
H -1.2027 -2.9844 1.9122  0.07
H -4.2168 -0.5059 3.3481  -0.07
H -4.5622 -2.0940 1.6493  -0.10
H -4.3315 -2.8709 3.9552  -0.07
C 4.5880 -3.3791 0.3669  -1.10
C 3.8436 -3.3689 -0.9565  -0.18
O 2.4297 -3.2381 -0.7416  -0.31
C 1.9763 -1.9700 -0.4800  0.20
O 2.7021 -0.9824 -0.4172  -0.52
C 0.4566 -1.9639 -0.3220  1.08
F 0.0062 -2.9693 0.4857  -0.32
F -0.1841 -2.1230 -1.5158  -0.28
F -0.0195 -0.8059 0.2142  -0.20
H 4.1913 -4.1583 1.0253  0.31
H 5.6551 -3.5559 0.2091  0.37
H 4.4712 -2.4282 0.8954  0.32
H 4.0008 -4.3226 -1.4702  0.32
H 4.2112 -2.5786 -1.6221  0.31
C -0.5045 1.8289 -1.0855  -0.80
C -1.8269 2.5646 -0.9617  -0.30
O -1.6082 3.9706 -0.7662  -0.32
C -1.3138 4.6954 -1.8932  0.36
O -1.2256 4.2094 -3.0165  -0.51
C -1.1552 6.1766 -1.5538  0.85
F -0.3737 6.3850 -0.4531  -0.24
F -2.3525 6.7726 -1.2851  -0.24
F -0.5891 6.8972 -2.5615  -0.24
H 0.1337 2.0366 -0.2208  0.31
H -0.6671 0.7503 -1.1568  0.09
H 0.0485 2.1529 -1.9722  0.38
H -2.3652 2.2006 -0.0808  0.32
H -2.4719 2.3879 -1.8308  0.32